# 1
Below is a 2-piece molecular cluster, CH6NO overall at a distorted geometry, with properties calculated with wB97M-V/def2-TZVPD.

Results
Energy above the lowest of the compared OMol25 structures with the same formula, charge and spin   6.6 kcal/mol
Lowest unoccupied orbital energy   -5.34 eV
Net charge   +1
Orbital gap   11.54 eV

Each line ends with the Löwdin charge.
Atoms and positions in Å:
C: -1.620 0.173 -0.601  0.17
N: -0.664 -0.495 -0.097  0.19
H: -1.375 1.208 -0.809  0.13
H: -2.607 -0.174 -0.870  0.13
H: -0.719 -1.491 0.047  0.16
H: 0.138 0.054 0.295  0.10
H: 2.291 -0.040 1.282  0.08
H: 2.456 0.876 0.157  0.08
O: 1.804 0.276 0.513  -0.03

# 2
Below is a 2-piece molecular cluster, CH6NO2 overall at a distorted geometry, with properties calculated with wB97M-V/def2-TZVPD.

Results
Energy above the lowest of the compared OMol25 structures with the same formula, charge and spin   22.2 kcal/mol
Lowest unoccupied orbital energy   4.65 eV
Net charge   -1
Orbital gap   7.04 eV

Each line ends with the Löwdin charge.
Atoms and positions in Å:
O: -0.502 0.585 2.698  -0.21
H: -0.347 0.441 1.663  -0.04
N: -0.032 0.220 0.130  -0.15
C: -0.288 -0.052 -1.211  -0.52
O: 0.705 -0.869 -1.932  -0.16
H: 0.291 0.867 3.114  -0.05
H: 0.909 0.570 0.276  -0.03
H: -1.225 -0.629 -1.298  0.07
H: -0.426 0.861 -1.811  0.06
H: 1.242 -1.212 -1.225  0.02

# 3
Below is a 2-piece molecular cluster, CH6NO2P overall at a distorted geometry, with properties calculated with wB97M-V/def2-TZVPD.

Results
Energy above the lowest of the compared OMol25 structures with the same formula, charge and spin   43.7 kcal/mol
Lowest unoccupied orbital energy   0.29 eV
Orbital gap   10.20 eV

Each line ends with the Löwdin charge.
Atoms and positions in Å:
N: -1.363 -1.750 1.183  -0.16
P: -1.720 -0.074 1.257  0.75
O: -1.985 0.451 -0.107  -0.52
H: -1.227 -2.153 0.304  0.02
H: -0.968 -2.200 1.918  -0.03
C: 1.218 1.051 -1.088  -0.22
O: 1.114 0.351 0.054  -0.15
H: 0.144 1.168 -1.441  0.08
H: 1.759 0.340 -1.859  0.11
H: 1.814 1.959 -1.029  0.07
H: 1.214 0.857 0.807  0.03

# 4
Below is CH6NO2PS2 as an isolated structure at a distorted geometry, with properties calculated with wB97M-V/def2-TZVPD.

Results
Energy above the lowest of the compared OMol25 structures with the same formula, charge and spin   59.6 kcal/mol
Lowest unoccupied orbital energy   -1.38 eV
Orbital gap   6.97 eV

Each line ends with the Löwdin charge.
Atoms and positions in Å:
C: 1.584 0.872 0.128  -0.19
N: -2.558 -2.077 0.100  -0.30
O: 0.323 0.279 0.075  -0.58
O: -3.729 -2.329 0.442  -0.11
P: -0.855 1.100 -0.762  0.22
S: -2.206 -0.371 -1.259  0.39
S: -1.673 2.420 0.754  0.32
H: 1.689 1.360 1.140  0.10
H: 1.541 1.691 -0.643  0.07
H: 2.268 0.144 -0.211  0.07
H: -1.927 -1.570 0.681  0.06
H: -2.019 -2.849 -0.367  0.15
H: -0.774 2.021 1.704  -0.19

# 5
Below is a 2-piece molecular cluster, CH6NP overall at a distorted geometry, with properties calculated with wB97M-V/def2-TZVPD.

Results
Energy above the lowest of the compared OMol25 structures with the same formula, charge and spin   89.9 kcal/mol
Lowest unoccupied orbital energy (alpha / beta)   -0.05 / -0.29 eV
Orbital gap (alpha / beta)   8.07 / 7.60 eV

Each line ends with the Löwdin charge.
Atoms and positions in Å:
C: 1.461 0.366 0.100  0.08
N: -0.487 -0.705 -0.525  -0.37
P: -1.632 0.278 0.265  0.59
H: 1.052 0.696 0.964  -0.06
H: 1.957 -0.666 0.126  0.05
H: 1.594 1.083 -0.670  0.00
H: -0.025 -1.442 0.016  -0.03
H: -1.752 1.286 -0.787  -0.11
H: -2.681 -0.621 0.137  -0.15

# 6
Below is a 2-piece molecular cluster, CH6NP overall at a distorted geometry, with properties calculated with wB97M-V/def2-TZVPD.

Results
Energy above the lowest of the compared OMol25 structures with the same formula, charge and spin   68.9 kcal/mol
Lowest unoccupied orbital energy (alpha / beta)   -0.78 / -0.66 eV
Orbital gap (alpha / beta)   8.86 / 7.87 eV

Each line ends with the Löwdin charge.
Atoms and positions in Å:
C: -0.173 0.766 0.928  -0.46
N: -0.285 -1.708 -0.588  -0.06
P: 1.294 0.405 -0.235  0.74
H: -0.938 0.996 0.217  -0.01
H: 0.050 1.604 1.558  0.00
H: -0.463 -0.144 1.466  0.01
H: 0.420 -2.223 -1.194  -0.04
H: -1.025 -1.421 -1.261  -0.04
H: 1.119 1.726 -0.891  -0.14

# 7
Below is a 2-piece molecular cluster, CH6NS overall at a distorted geometry, with properties calculated with wB97M-V/def2-TZVPD.

Results
Spin multiplicity   2
Energy above the lowest of the compared OMol25 structures with the same formula, charge and spin   9.4 kcal/mol
Lowest unoccupied orbital energy (alpha / beta)   7.16 / 7.16 eV
Net charge   -2
Expectation value of S²   0.750
Orbital gap (alpha / beta)   2.80 / 7.14 eV

Each line ends with the Löwdin charge.
Atoms and positions in Å:
S: 0.200 -0.980 -3.464  -0.50
H: 0.346 -0.610 -4.758  -0.54
C: -0.640 0.011 1.151  -0.66
N: 0.700 0.531 1.497  -0.21
H: -1.099 0.634 0.389  0.01
H: -1.218 -0.023 2.081  -0.07
H: -0.562 -1.000 0.749  0.03
H: 1.433 -0.059 1.117  -0.01
H: 0.839 1.496 1.238  -0.06

# 8
Below is CH6Na6O6 as an isolated structure at a distorted geometry, with properties calculated with wB97M-V/def2-TZVPD.

Results
Energy above the lowest of the compared OMol25 structures with the same formula, charge and spin   51.6 kcal/mol
Lowest unoccupied orbital energy   -16.02 eV
Net charge   +4
Orbital gap   5.94 eV

Each line ends with the Löwdin charge.
Atoms and positions in Å:
Na: -0.913 -1.060 -3.633  0.88
Na: 2.227 0.374 -2.658  0.87
Na: -0.643 -2.885 0.846  0.81
Na: -0.130 2.281 0.786  0.85
Na: 2.413 -1.651 0.738  0.87
Na: 1.603 -3.132 -2.110  0.87
C: 0.208 -0.241 -0.727  -0.85
O: 0.390 -0.224 0.537  -0.11
O: 0.089 -1.396 -1.351  -0.17
O: 0.285 0.845 -1.391  -0.07
O: -1.546 -1.178 2.530  -0.01
H: -1.727 -0.522 3.213  0.09
H: -0.778 -0.888 2.028  -0.04
O: 1.415 0.802 3.199  0.00
H: 1.165 0.420 2.355  -0.04
H: 0.598 0.968 3.684  0.07
O: -1.760 2.706 -2.449  -0.02
H: -1.084 2.082 -2.188  -0.04
H: -1.813 2.698 -3.410  0.06

# 9
Below is CH6Na6O6 as an isolated structure at a distorted geometry, with properties calculated with wB97M-V/def2-TZVPD.

Results
Energy above the lowest of the compared OMol25 structures with the same formula, charge and spin   93.0 kcal/mol
Lowest unoccupied orbital energy   -12.31 eV
Net charge   +4
Orbital gap   3.01 eV

Each line ends with the Löwdin charge.
Atoms and positions in Å:
Na: 0.559 -5.151 0.501  0.88
Na: -4.561 -4.263 2.249  0.84
Na: -4.376 1.578 1.388  0.94
Na: 3.658 1.479 -0.149  0.96
Na: -0.770 -0.873 4.658  0.93
Na: -3.128 -3.697 -2.695  0.90
C: -0.495 -0.458 -0.150  -1.14
O: -0.545 0.761 0.110  -0.07
O: -1.394 -1.159 0.373  -0.17
O: 0.509 -0.968 -0.667  -0.09
O: 1.029 4.014 2.753  -0.05
H: 1.319 4.791 2.275  0.05
H: 0.721 3.415 2.073  0.01
O: -0.784 5.047 -1.888  -0.05
H: -1.602 5.234 -2.349  0.04
H: -0.885 4.149 -1.574  0.01
O: 3.390 -4.959 -2.204  -0.05
H: 4.214 -4.885 -2.685  0.05
H: 3.138 -4.054 -2.019  0.02

# 10
Below is CH6O2 as an isolated structure at a distorted geometry, with properties calculated with wB97M-V/def2-TZVPD.

Results
Energy above the lowest of the compared OMol25 structures with the same formula, charge and spin   108.5 kcal/mol
Lowest unoccupied orbital energy   -0.96 eV
Orbital gap   9.86 eV

Each line ends with the Löwdin charge.
Atoms and positions in Å:
C: 0.842 -0.249 0.199  -0.10
O: 0.650 0.921 -0.465  -0.13
H: -0.541 2.132 0.416  0.02
H: 0.567 -0.367 1.237  0.10
H: 1.766 -0.843 0.012  0.13
H: -1.090 2.196 0.895  0.04
H: -1.422 -1.791 -1.053  0.05
H: -0.199 -0.471 -0.549  0.03
O: -0.572 -1.528 -0.693  -0.14